{
  "formula": "C41H40F32N2O8S2",
  "method": "ωB97M-V with the def2-TZVPD basis set",
  "species": ["C", "C", "C", "C", "C", "C", "C", "C", "S", "C", "S", "N", "C", "C", "N", "C", "C", "O", "C", "C", "C", "O", "C", "O", "C", "C", "C", "C", "O", "H", "H", "H", "H", "H", "H", "H", "H", "H", "H", "H", "H", "H", "H", "H", "H", "H", "H", "H", "H", "H", "H", "H", "H", "F", "C", "F", "C", "F", "F", "C", "O", "C", "F", "F", "C", "F", "F", "H", "H", "H", "H", "F", "C", "F", "C", "F", "F", "C", "O", "C", "F", "F", "C", "F", "F", "H", "H", "H", "H", "F", "C", "F", "C", "F", "F", "C", "O", "C", "F", "F", "C", "F", "F", "H", "H", "H", "H", "F", "C", "F", "C", "F", "F", "C", "O", "C", "F", "F", "C", "F", "F", "H", "H", "H", "H"],
  "positions_angstrom": [[-1.7775, -8.1350, -3.1271], [-1.0061, -6.8570, -3.0161], [-1.6199, -5.4483, -2.3891], [-1.2385, -4.2608, -3.4543], [0.1791, -3.7936, -3.4989], [1.4168, -4.3469, -2.5783], [1.2523, -3.6049, -1.0901], [2.1505, -2.2410, -0.9416], [1.0778, -0.7342, -0.5749], [0.1291, -0.9386, 1.0361], [0.4528, -2.2229, 2.1564], [-1.0169, -0.0014, 1.4662], [-0.8859, 1.0777, 2.5620], [-2.3527, 1.8510, 2.6806], [-3.2504, 1.1362, 1.6563], [-2.4586, 0.0478, 0.9459], [0.5017, -2.5652, -4.5875], [1.5825, -2.5238, -5.3734], [-0.6923, -1.3954, -4.6536], [-0.1800, 0.1587, -4.7383], [-0.9616, 1.0931, -5.8349], [-1.2666, 2.3787, -5.1638], [-0.0405, 3.1103, -4.8016], [0.6465, 3.7607, -5.7755], [0.5898, 3.2324, -3.2760], [0.4156, 4.7134, -2.5948], [-2.1142, -1.8577, -4.5958], [-2.3454, -3.5088, -4.4584], [-3.3082, -4.1759, -5.1304], [-1.1512, -9.1205, -3.3734], [-2.9534, -8.1190, -3.0345], [0.0878, -6.8680, -3.4511], [-2.7777, -5.5289, -2.1453], [-1.0916, -5.2396, -1.3407], [1.4701, -5.5092, -2.4564], [2.4111, -3.8728, -3.0349], [0.1108, -3.2715, -1.0137], [1.4204, -4.3715, -0.1988], [2.8704, -2.0431, -1.8652], [2.8713, -2.3755, 0.0004], [0.0837, 1.3276, 3.2071], [-2.6615, 2.7498, 3.3834], [-2.9364, -0.6190, 0.0917], [-0.2251, 0.5866, -3.6249], [0.9759, 0.1320, -5.0288], [-0.1635, 1.3482, -6.6842], [-1.8939, 0.5917, -6.3399], [0.1038, 2.4576, -2.5133], [1.7286, 2.8876, -3.3696], [0.0803, 4.5436, -1.4618], [1.4858, 5.2086, -2.5540], [-0.3987, 5.3751, -3.1153], [-2.9904, -1.0815, -4.6028], [-5.3937, -5.8414, -2.1162], [-5.1134, -4.5288, -2.2579], [-3.9259, -4.3222, -1.6285], [-6.1933, -3.6246, -1.6763], [-6.2826, -3.7584, -0.3242], [-5.8185, -2.3231, -1.8905], [-7.5919, -3.7973, -2.2882], [-8.4954, -4.6586, -1.5856], [-8.3357, -6.0525, -1.8465], [-7.5515, -6.2084, -2.9399], [-9.5671, -6.5067, -2.2066], [-7.8311, -6.8349, -0.6270], [-6.6723, -6.3268, -0.1432], [-7.5806, -8.1319, -0.9482], [-4.9595, -4.3223, -3.3205], [-8.0735, -2.8118, -2.2443], [-7.5529, -4.0325, -3.3584], [-8.5693, -6.8174, 0.1808], [5.2667, 2.2222, -1.7343], [4.6154, 1.0541, -1.9163], [3.3630, 1.2340, -1.4181], [5.3016, -0.1214, -1.2312], [5.2868, 0.0115, 0.1239], [4.5718, -1.2520, -1.4951], [6.7416, -0.3974, -1.6898], [7.7869, 0.1649, -0.8879], [8.0881, 1.5345, -1.1523], [7.5067, 1.8952, -2.3213], [9.4297, 1.5836, -1.3757], [7.7229, 2.4627, 0.0135], [6.4207, 2.3432, 0.3672], [7.9147, 3.7663, -0.3213], [4.5168, 0.8786, -2.9909], [6.8923, -1.4813, -1.6034], [6.8874, -0.1875, -2.7560], [8.3326, 2.2409, 0.8949], [2.7539, 2.8762, 6.7213], [2.6941, 3.1504, 8.0415], [3.9753, 3.3598, 8.4461], [2.0516, 2.0313, 8.8520], [2.8056, 0.8978, 8.8246], [2.0250, 2.4203, 10.1667], [0.6091, 1.6809, 8.4565], [0.4428, 0.5813, 7.5537], [0.6228, 0.8937, 6.1729], [0.6151, 2.2398, 6.0218], [-0.4956, 0.4440, 5.5412], [1.8641, 0.2268, 5.5660], [2.9908, 0.5337, 6.2526], [2.0655, 0.6415, 4.2871], [2.1525, 4.0910, 8.1736], [0.1071, 1.3506, 9.3751], [0.0386, 2.5610, 8.1371], [1.7592, -0.8626, 5.5615], [-0.5205, 7.7333, 3.1768], [-1.4287, 6.8770, 3.6903], [-1.5281, 7.1745, 5.0134], [-1.0429, 5.4156, 3.4965], [0.0824, 5.0987, 4.1945], [-2.0369, 4.6389, 4.0342], [-0.8654, 4.9730, 2.0361], [0.4723, 4.9796, 1.5240], [0.9471, 6.2486, 1.0759], [-0.1028, 7.0972, 0.9655], [1.3974, 6.0500, -0.1929], [2.0814, 6.8040, 1.9471], [1.7245, 6.8864, 3.2513], [2.4240, 8.0613, 1.5597], [-2.3993, 7.0901, 3.2343], [-1.1625, 3.9171, 1.9937], [-1.5641, 5.4786, 1.3590], [2.9708, 6.1697, 1.8811]],
  "forces_ev_per_a": [[2.5, 3.8, 0.0], [-2.5, -3.4, -0.2], [0.5, -1.0, -1.0], [3.2, 1.5, 0.2], [-3.0, -0.3, -1.0], [-0.1, 1.7, 0.2], [-1.3, -0.1, 0.0], [0.7, -1.9, 1.7], [-1.2, 0.2, 1.0], [-0.1, -2.1, 2.1], [-0.5, 2.8, -2.6], [-1.9, 2.6, 0.4], [-4.1, 1.2, -0.9], [3.3, -5.3, -3.5], [5.5, -2.2, 0.1], [0.2, 4.0, 3.4], [2.7, -0.3, -2.5], [-6.4, -0.1, 5.1], [-2.7, -1.5, 0.2], [0.5, -1.3, 0.2], [2.0, 0.0, -0.4], [2.5, 0.3, 0.7], [3.4, 3.1, -4.8], [-4.6, -4.4, 6.1], [-0.6, -1.2, 0.3], [0.4, -0.4, 0.8], [4.3, 0.1, 0.1], [-2.7, -1.9, -2.3], [5.8, 4.2, 4.5], [-1.8, 2.4, 0.3], [2.7, -0.3, 0.2], [-2.3, 0.1, 1.3], [3.3, -0.2, -1.1], [-0.9, -0.3, -2.4], [-0.2, 2.4, -0.5], [-2.1, -1.5, 0.7], [2.5, -0.8, -0.1], [-0.1, 1.8, -2.0], [-2.4, -0.1, 1.9], [-1.6, 0.4, -2.1], [-2.3, -1.1, -2.0], [0.6, -2.5, -1.8], [1.5, 1.5, 2.2], [-0.2, -0.8, -2.6], [-2.5, -0.1, 0.6], [-1.9, -0.7, 1.7], [1.6, 1.3, 1.4], [0.8, 1.5, -2.0], [-2.6, 1.0, 0.0], [0.7, 0.4, -2.7], [-2.5, -0.7, -0.3], [1.8, -1.3, 0.9], [1.7, -1.9, -0.2], [0.5, 0.4, 0.0], [0.5, -0.1, -0.5], [-0.8, 1.0, 0.6], [-0.7, 0.2, 1.0], [0.2, -0.1, -0.5], [0.2, -0.4, -0.4], [-0.9, 0.7, -0.3], [1.1, -1.5, -0.2], [-0.7, 1.7, -1.3], [-0.6, -0.6, 0.4], [0.6, -0.1, 0.6], [0.3, -0.5, 0.8], [-0.6, 0.0, 0.0], [-0.3, 0.4, -0.3], [-0.1, 0.1, 0.0], [0.2, -0.2, 0.3], [0.2, -0.1, 0.3], [-0.1, 0.1, -0.2], [-0.5, -0.3, -0.1], [-0.8, 0.7, -0.3], [0.1, -0.3, 0.1], [0.8, -0.1, 1.1], [-0.2, 0.1, -0.6], [0.6, 0.6, -0.4], [0.7, -0.9, -0.2], [-0.6, 1.7, -0.3], [0.3, -1.8, -1.2], [0.7, 0.4, 0.5], [-0.6, 0.2, 0.5], [-0.2, 0.6, 0.8], [0.6, -0.2, 0.1], [0.2, -0.5, -0.3], [0.1, -0.2, 0.0], [-0.1, 0.3, 0.2], [-0.2, 0.2, 0.3], [0.1, -0.1, -0.2], [0.2, 0.3, 0.4], [0.8, 0.8, -0.1], [-0.2, -0.2, 0.2], [0.0, -1.2, 0.3], [-0.1, 0.5, -0.1], [-0.1, 0.4, -0.5], [-0.9, -0.3, 0.6], [1.0, 0.8, -1.5], [-1.6, 0.5, 1.6], [-0.1, -0.7, -0.7], [0.9, -0.1, 0.1], [0.8, -0.5, -0.1], [-0.5, -0.4, -0.2], [-0.4, 0.1, 0.2], [-0.2, -0.1, 0.1], [0.3, -0.1, -0.2], [0.4, -0.1, -0.1], [-0.2, 0.1, 0.1], [-0.4, -0.1, 0.4], [-0.4, 0.8, 0.6], [0.0, -0.4, 0.0], [1.1, -0.7, -0.1], [-0.4, 0.3, -0.1], [-0.2, 0.6, -0.1], [-0.3, -0.9, -0.6], [0.3, 1.9, 0.2], [-1.5, -1.3, -0.6], [0.9, 0.0, -0.4], [0.4, 0.3, 0.9], [0.7, 0.3, 0.6], [0.2, -0.3, -0.5], [-0.3, -0.4, -0.3], [0.0, -0.2, -0.1], [0.3, 0.2, 0.2], [0.2, 0.1, 0.3], [-0.2, -0.1, -0.2]],
  "e_homo_ev": -8.5,
  "e_tot_ev": -171134.220,
  "homo_lumo_gap_ev": 6.82,
  "max_force_ha_per_bohr": 0.1708,
  "smiles": "C=CCC1=C(CCCSC(=S)n2ccnc2)C(=O)C(CCOC(=O)CC)=CC1=O.FC(F)C(F)(F)COC(F)(F)C(F)F.FC(F)C(F)(F)COC(F)(F)C(F)F.FC(F)C(F)(F)COC(F)(F)C(F)F.FC(F)C(F)(F)COC(F)(F)C(F)F",
  "lumo_energy_ha": -0.0617,
  "mol_weight_g_mol": 1360.8,
  "spin_multiplicity": 1
}